# C20H21BN2O5

An isolated molecule of C20H21BN2O5 (ωB97M-V/def2-TZVPD, OMol25).

XYZ file:
```
49
Properties=species:S:1:pos:R:3:lowdin_charge:R:1
C -5.7715 2.6296 -1.5009 0.004
C -4.5482 1.7805 -1.4142 -0.488
O -4.6097 0.7558 -0.7557 0.033
N -3.4081 2.2055 -2.1071 0.133
C -2.1599 1.5627 -2.0558 -0.243
C -1.0084 2.2883 -2.3038 -0.007
C 0.2224 1.6340 -2.2449 -0.028
C 0.3154 0.3060 -1.9441 -0.247
C 1.6352 -0.3737 -1.9703 -0.068
C 2.4359 -0.2283 -0.7278 -0.454
O 2.6022 0.8795 -0.3061 0.107
N 2.9560 -1.3568 -0.0978 0.092
C 3.7139 -1.2815 1.1012 -0.223
C 2.9446 -0.7327 2.2977 -0.088
C 1.5211 -1.1473 2.2644 -0.156
C 1.0436 -2.4275 2.1647 -0.046
O -0.2729 -2.4608 1.8786 0.066
C -0.6873 -1.1406 1.8725 -0.175
C -1.9356 -0.6033 1.5727 -0.010
C -2.0719 0.7491 1.3665 -0.078
C -0.9430 1.5809 1.5186 -0.079
C 0.2793 1.0875 1.8385 -0.022
C 0.4304 -0.2888 2.0324 -0.124
B 4.3145 -2.7066 1.4341 -0.547
O 4.8260 -3.4200 0.3270 0.135
O 4.0812 -3.2425 2.7052 0.151
C -0.8306 -0.3734 -1.6007 -0.020
C -2.0683 0.2253 -1.6991 -0.018
H -6.5421 2.0342 -1.9545 0.086
H -5.6341 3.5052 -2.1148 0.070
H -6.0897 2.9273 -0.5170 0.088
H -3.4336 3.1356 -2.4790 0.132
H -1.0668 3.3442 -2.4997 0.107
H 1.1436 2.1465 -2.4985 0.121
H 2.2369 0.0061 -2.8042 0.137
H 1.4806 -1.4458 -2.2068 0.127
H 2.6041 -2.2804 -0.3014 0.140
H 4.6499 -0.7200 0.9231 0.164
H 3.3946 -0.9705 3.2467 0.118
H 2.9810 0.3642 2.2469 0.115
H 1.6516 -3.3175 2.2186 0.128
H -2.7367 -1.2510 1.3297 0.111
H -3.0049 1.1557 1.0050 0.090
H -1.0763 2.6498 1.4164 0.104
H 1.1958 1.6673 1.9376 0.116
H 4.7489 -2.9344 -0.5080 0.098
H 4.2207 -4.2026 2.6963 0.119
H -0.7394 -1.3999 -1.2914 0.121
H -2.9903 -0.3151 -1.4911 0.112
```

Calculated values
- gap between HOMO and LUMO (eV) = 8.1
- structure (SMILES) = CC(=O)Nc1ccc(CC(=O)N[C@@H](Cc2coc3ccccc23)B(O)O)cc1
- E_HOMO (eV) = -7.77
- relative energy (zero: lowest compared OMol25 entry of this formula, charge and spin) (eV) = 0.3264
- electronic energy (eV) = -34978.25239
- charge = 0